Entry 1:
{
  "formula": "C4H8INS",
  "method": "ωB97M-V/def2-TZVPD",
  "elements": ["C", "C", "C", "C", "N", "S", "I", "H", "H", "H", "H", "H", "H", "H", "H"],
  "xyz": [[-1.27039, 0.37944, -0.41384], [-0.86622, 1.47896, -1.29011], [0.94304, -0.30056, 0.26196], [1.73572, -1.22698, 1.14606], [-0.30145, -0.23262, 0.34544], [-1.09553, 3.09148, -0.58393], [-1.46275, -2.52039, 1.36840], [-2.23226, 0.82819, 0.17563], [-1.78152, -0.48916, -0.81963], [0.24013, 1.49861, -1.64479], [-1.46087, 1.38855, -2.32414], [1.56248, 0.22031, -0.41072], [2.41845, -0.51497, 1.72145], [2.48057, -1.84852, 0.63823], [1.09060, -1.75234, 1.83001]],
  "atomic_forces_ev_per_a": [[-3.613, 0.610, 1.024], [0.747, 0.960, -4.115], [0.112, -1.478, 0.835], [1.319, 1.973, 0.713], [0.563, -1.275, 2.220], [0.010, 0.312, -0.089], [-0.283, -0.036, 0.017], [2.490, -1.132, -0.402], [-0.058, 0.070, -1.159], [-1.670, -0.365, 0.552], [1.179, 0.462, 2.074], [0.480, 1.161, -1.246], [-0.825, -0.840, -0.272], [-0.576, -0.132, -0.273], [0.123, -0.291, 0.120]],
  "lowdin_charge": [-0.450, -0.688, -0.217, -0.107, -0.135, 0.647, 0.280, 0.148, 0.071, 0.086, 0.125, 0.101, 0.102, 0.080, -0.042],
  "homo_energy_ha": [-0.3324, -0.3184],
  "energy_ev": -24700.3309,
  "homo_lumo_gap_ev": [7.28, 6.49]
}

---

Entry 2:
{
  "formula": "C2H2IN",
  "method": "ωB97M-V/def2-TZVPD",
  "elements": ["C", "C", "N", "I", "H", "H"],
  "xyz": [[0.04314, 2.00813, 0.01944], [-0.43327, 0.29354, 0.00199], [0.41864, 3.12988, -0.01029], [-2.52852, 0.09191, 0.00056], [0.07339, -0.09850, -0.85502], [-0.04861, -0.27264, 0.75900]],
  "atomic_forces_ev_per_a": [[0.277, -0.873, 0.203], [0.219, 4.983, -1.837], [-1.349, -3.726, 0.086], [0.166, 0.042, -0.154], [-0.301, 0.136, -0.982], [0.988, -0.562, 2.684]],
  "lowdin_charge": [-0.211, -0.623, 0.067, 0.783, 0.014, -0.031],
  "homo_energy_ha": -0.3801,
  "energy_ev": -11695.2294,
  "smiles": "N#CCI",
  "homo_lumo_gap_ev": 10.12
}

---

Entry 3:
{
  "formula": "C3H4N2O2",
  "method": "ωB97M-V/def2-TZVPD",
  "elements": ["C", "N", "N", "C", "O", "C", "O", "H", "H", "H", "H"],
  "xyz": [[0.70939, 0.87977, 1.23785], [0.37692, -0.31124, 0.45945], [-0.40518, -0.00700, -0.80378], [-1.55141, -0.82694, -0.99344], [-2.09209, -1.44802, -0.12486], [0.90144, -0.50945, -0.78140], [1.81325, -0.88078, -1.44430], [0.81039, 1.76680, 0.60161], [-0.07952, 1.04035, 1.97448], [1.65112, 0.68364, 1.75632], [-1.90704, -0.75886, -2.03428]],
  "atomic_forces_ev_per_a": [[0.040, 0.107, 0.110], [0.225, -0.096, 0.062], [-0.202, 0.047, -0.169], [-0.224, -0.288, 0.259], [0.203, 0.373, -0.380], [0.441, -0.196, -0.235], [-0.535, 0.278, 0.373], [0.000, -0.143, 0.066], [0.119, -0.026, -0.104], [-0.127, 0.025, -0.063], [0.060, -0.080, 0.081]],
  "lowdin_charge": [-0.044, 0.033, 0.106, -0.278, 0.088, -0.477, 0.167, 0.091, 0.086, 0.092, 0.136],
  "homo_energy_ha": -0.3903,
  "energy_ev": -10248.4982,
  "smiles": "CN1C(=O)N1C=O",
  "homo_lumo_gap_ev": 11.39
}